Entry 1:
ORCA calculation (ωB97M-V/def2-TZVPD) on 2 unconnected molecules or ions with the total composition C10H16O at a distorted geometry.

The geometry in XYZ format:
```
27
C10H16O | OMol25 | ωB97M-V/def2-TZVPD
C 1.51 0.88 -1.82
C 1.07 -2.71 0.27
C 0.31 -2.65 -0.87
C 2.05 -1.79 0.77
C 0.37 -1.34 -1.53
C 2.09 -0.60 0.03
C 1.29 -0.38 -1.12
O 1.18 -3.87 0.82
H -0.27 -3.48 -1.29
H 0.28 -4.11 1.02
H 2.65 -2.04 1.68
H -0.22 -1.30 -2.45
H 2.76 0.18 0.39
H 2.20 0.93 -2.68
H 2.04 1.68 -1.20
H 0.59 1.37 -2.23
C -1.89 1.83 1.60
C -0.54 1.89 0.81
C -3.07 1.55 0.64
H -2.11 2.75 2.26
H -1.94 1.03 2.30
H -0.26 2.71 0.23
H 0.41 1.62 1.29
H -2.99 0.60 0.07
H -0.60 1.19 0.01
H -2.99 2.33 -0.13
H -3.93 1.73 1.12
```

Values from the calculation:
HOMO energy (alpha / beta), eV: 0.77 / -3.32
⟨S²⟩: 0.762
Kohn-Sham gap (alpha / beta), eV: 2.89 / 6.95
Max |F|, eV/Å: 5.45
Multiplicity: 2
Molecular weight, g/mol: 152.24
Relative energy (zero: lowest compared OMol25 entry of this formula, charge and spin), eV: 1.6519
Charge: -1


Entry 2:
ORCA calculation (ωB97M-V/def2-TZVPD) on a single C6H12N2 molecule at a distorted geometry.

The geometry in XYZ format:
```
20
C6H12N2 | OMol25 | ωB97M-V/def2-TZVPD
C -1.21 -1.79 -0.15
C 2.36 1.28 0.07
C -0.69 -0.56 0.10
C -1.85 1.49 -0.48
C 1.58 -1.40 -0.07
C -1.56 0.54 0.75
N 1.14 0.95 0.23
N 0.71 -0.27 0.08
H -0.49 -2.61 -0.50
H -2.24 -1.90 -0.19
H 2.77 2.24 0.21
H 3.13 0.51 -0.22
H -0.89 1.87 -0.69
H -2.26 0.87 -1.27
H -2.34 2.44 -0.27
H 0.92 -2.30 -0.28
H 2.19 -1.11 -0.85
H 2.29 -1.56 0.87
H -2.51 0.19 1.15
H -1.06 1.14 1.54
```

Values from the calculation:
HOMO energy, eV: -7.92
Structure (SMILES): C=NN(C)C(=C)CC
Kohn-Sham gap, eV: 8.96
Max |F|, eV/Å: 3.50
Molecular weight, g/mol: 112.18
Relative energy (zero: lowest compared OMol25 entry of this formula, charge and spin), eV: 3.3220